Record 1
{
  "formula": "C42H50FI2MoN10O4PSeSi",
  "method": "ωB97M-V/def2-TZVPD",
  "homo_ev": [-7.6, -7.9],
  "spin_multiplicity": 3,
  "s2": 2.025,
  "elements": ["Mo", "I", "C", "C", "C", "I", "C", "C", "C", "C", "N", "C", "C", "O", "H", "H", "H", "H", "C", "C", "C", "C", "C", "C", "C", "F", "C", "C", "C", "O", "C", "C", "N", "C", "C", "O", "O", "H", "H", "H", "H", "H", "H", "H", "H", "H", "H", "H", "N", "C", "C", "C", "N", "C", "N", "C", "Si", "C", "C", "Se", "H", "H", "H", "H", "H", "H", "H", "H", "H", "C", "C", "N", "C", "C", "C", "C", "N", "H", "H", "H", "H", "H", "H", "H", "H", "H", "H", "H", "H", "H", "H", "C", "N", "C", "N", "C", "N", "C", "P", "C", "C", "H", "H", "H", "H", "H", "H", "H", "H", "H", "H", "H", "H"],
  "xyz": [[0.141, 0.709, 0.822], [-1.267, -4.315, 1.604], [-2.388, -2.612, 1.920], [-3.716, -2.701, 2.395], [-4.491, -1.593, 2.602], [-6.435, -1.823, 3.292], [-3.956, -0.299, 2.338], [-4.627, 0.930, 2.504], [-3.985, 2.104, 2.218], [-2.655, 2.070, 1.772], [-2.001, 0.938, 1.602], [-2.635, -0.236, 1.870], [-1.829, -1.383, 1.646], [-0.629, -1.189, 1.203], [-4.120, -3.684, 2.595], [-5.649, 0.933, 2.859], [-4.475, 3.060, 2.336], [-2.119, 2.985, 1.565], [1.923, -4.517, -5.076], [1.213, -5.234, -3.934], [0.370, -6.420, -4.379], [-0.779, -5.955, -5.261], [-1.565, -4.874, -4.569], [-2.885, -4.642, -4.886], [-3.595, -3.638, -4.237], [-4.886, -3.457, -4.579], [-3.031, -2.852, -3.274], [-1.691, -3.070, -2.932], [-1.079, -2.182, -1.918], [-1.732, -1.256, -1.438], [0.287, -2.500, -1.590], [0.908, -3.525, -2.238], [0.358, -4.293, -3.193], [-0.964, -4.077, -3.572], [1.126, -1.769, -0.587], [1.941, -2.355, 0.088], [0.976, -0.460, -0.591], [2.558, -5.214, -5.624], [2.551, -3.713, -4.690], [1.212, -4.074, -5.774], [1.959, -5.584, -3.216], [-0.029, -6.917, -3.492], [1.004, -7.137, -4.902], [-1.439, -6.786, -5.508], [-0.392, -5.575, -6.211], [-3.386, -5.241, -5.635], [-3.588, -2.079, -2.763], [1.929, -3.772, -1.972], [0.152, 2.415, 2.095], [0.288, 3.241, 2.900], [0.430, 4.114, 3.955], [0.603, 3.536, 5.234], [0.724, 3.001, 6.250], [0.390, 5.509, 3.734], [0.364, 6.642, 3.522], [1.751, 5.378, 0.355], [2.989, 3.994, 0.577], [3.601, 4.012, 2.337], [4.433, 4.265, -0.582], [2.265, 1.969, -0.152], [2.185, 6.316, 0.709], [0.835, 5.218, 0.926], [1.486, 5.510, -0.696], [4.098, 4.959, 2.556], [4.315, 3.209, 2.516], [2.787, 3.908, 3.051], [4.863, 5.259, -0.435], [4.112, 4.182, -1.621], [5.214, 3.523, -0.416], [4.602, 0.293, 3.238], [3.867, -0.997, 3.567], [2.593, -0.766, 4.242], [2.489, -1.219, 5.626], [2.210, -2.711, 5.726], [1.530, -0.308, 3.552], [0.241, -0.082, 4.285], [1.578, -0.060, 2.282], [5.568, 0.070, 2.784], [4.772, 0.876, 4.144], [4.038, 0.906, 2.537], [4.468, -1.608, 4.241], [3.708, -1.607, 2.672], [1.719, -0.647, 6.135], [3.429, -0.967, 6.120], [1.261, -2.961, 5.249], [2.162, -3.023, 6.770], [2.992, -3.292, 5.236], [-0.167, -1.029, 4.642], [-0.483, 0.366, 3.610], [0.381, 0.585, 5.136], [2.460, -0.250, 1.822], [-2.338, 1.858, -3.996], [-0.900, 2.106, -3.917], [-0.682, 3.539, -3.726], [-1.384, 4.098, -2.571], [-2.805, 3.794, -2.705], [-3.097, 2.371, -2.856], [-2.805, 1.617, -1.638], [-1.006, 1.724, -1.223], [-0.276, 1.316, -2.859], [-0.843, 3.558, -1.325], [-2.510, 0.783, -4.084], [-2.718, 2.349, -4.894], [-1.045, 4.056, -4.618], [0.389, 3.727, -3.622], [-3.181, 4.311, -3.590], [-3.335, 4.176, -1.829], [-3.062, 0.569, -1.777], [-3.408, 2.003, -0.811], [-0.404, 0.254, -3.060], [0.796, 1.521, -2.796], [0.220, 3.787, -1.244], [-1.346, 4.030, -0.474]]
}

Record 2
{
  "formula": "C42H50I4N5O3P2Sc",
  "method": "ωB97M-V/def2-TZVPD",
  "charge": 1,
  "homo_ev": [-8.4, -8.4],
  "spin_multiplicity": 2,
  "s2": 0.777,
  "elements": ["Sc", "O", "C", "C", "C", "C", "C", "C", "C", "P", "C", "C", "C", "C", "C", "C", "C", "C", "C", "C", "C", "C", "H", "H", "H", "H", "H", "H", "H", "H", "H", "H", "H", "H", "H", "H", "I", "C", "I", "H", "H", "I", "I", "C", "C", "C", "N", "C", "C", "H", "H", "H", "H", "H", "O", "P", "N", "C", "C", "C", "C", "N", "C", "C", "C", "C", "N", "C", "C", "C", "C", "H", "H", "H", "H", "H", "H", "H", "H", "H", "H", "H", "H", "H", "H", "H", "H", "H", "H", "H", "H", "H", "H", "H", "H", "O", "N", "C", "C", "C", "C", "C", "H", "H", "H", "H", "H"],
  "xyz": [[-0.386, -0.184, -0.506], [-0.250, -0.710, 1.396], [0.219, -1.743, 2.011], [1.189, -1.864, 3.068], [2.130, -1.054, 3.706], [2.891, -1.649, 4.702], [2.737, -2.991, 5.067], [1.794, -3.807, 4.437], [1.038, -3.221, 3.453], [-0.237, -3.480, 2.232], [0.125, -4.637, 0.929], [-0.249, -5.981, 1.023], [0.135, -6.866, 0.032], [0.905, -6.422, -1.040], [1.304, -5.096, -1.116], [0.915, -4.199, -0.131], [-1.869, -3.781, 2.907], [-2.862, -4.440, 2.186], [-4.121, -4.606, 2.743], [-4.393, -4.110, 4.011], [-3.409, -3.436, 4.725], [-2.149, -3.272, 4.177], [2.270, -0.020, 3.426], [3.640, -1.060, 5.214], [3.362, -3.399, 5.848], [1.679, -4.846, 4.715], [-0.829, -6.339, 1.866], [-0.149, -7.907, 0.103], [1.214, -7.123, -1.804], [1.954, -4.740, -1.906], [1.288, -3.180, -0.196], [-2.661, -4.812, 1.188], [-4.889, -5.127, 2.188], [-5.373, -4.251, 4.446], [-3.622, -3.048, 5.712], [-1.378, -2.755, 4.737], [2.434, 0.656, -0.228], [1.934, 2.462, 0.825], [-0.156, 2.758, 1.043], [2.314, 3.288, 0.231], [2.363, 2.430, 1.820], [3.395, -2.138, -1.666], [2.588, 3.493, -3.067], [-4.571, -3.039, -0.824], [-3.488, -3.500, -1.559], [-2.235, -2.983, -1.287], [-2.011, -2.079, -0.325], [-3.064, -1.651, 0.381], [-4.356, -2.098, 0.167], [-5.567, -3.419, -1.019], [-3.607, -4.239, -2.339], [-1.359, -3.302, -1.839], [-2.844, -0.929, 1.161], [-5.165, -1.716, 0.772], [-1.938, 0.877, -1.221], [-3.073, 1.719, -1.788], [-3.693, 2.611, -0.566], [-3.895, 1.987, 0.761], [-4.816, 2.958, 1.500], [-5.604, 3.630, 0.379], [-4.559, 3.797, -0.718], [-4.249, 0.696, -2.316], [-3.889, -0.288, -3.359], [-5.232, -0.910, -3.787], [-6.283, -0.273, -2.869], [-5.659, 1.062, -2.488], [-2.497, 2.579, -3.029], [-1.079, 3.032, -3.095], [-1.185, 4.399, -3.741], [-2.284, 4.170, -4.773], [-3.313, 3.323, -4.017], [-2.942, 1.857, 1.276], [-4.357, 1.000, 0.653], [-4.227, 3.693, 2.050], [-5.453, 2.443, 2.216], [-6.053, 4.578, 0.666], [-6.405, 2.969, 0.042], [-3.973, 4.705, -0.556], [-5.003, 3.856, -1.710], [-3.190, -1.013, -2.944], [-3.395, 0.205, -4.202], [-5.222, -1.996, -3.700], [-5.439, -0.676, -4.831], [-6.414, -0.871, -1.965], [-7.256, -0.161, -3.344], [-6.064, 1.479, -1.567], [-5.799, 1.794, -3.293], [-0.511, 2.356, -3.735], [-0.608, 3.047, -2.115], [-0.230, 4.706, -4.162], [-1.499, 5.138, -2.999], [-1.880, 3.605, -5.616], [-2.729, 5.083, -5.164], [-3.850, 2.637, -4.676], [-4.041, 3.969, -3.526], [-0.013, -1.115, -2.220], [0.682, -1.205, -3.357], [1.385, -0.174, -3.815], [2.120, -0.309, -4.979], [2.132, -1.519, -5.640], [1.409, -2.585, -5.115], [0.697, -2.407, -3.958], [1.378, 0.767, -3.276], [2.673, 0.566, -5.293], [2.705, -1.645, -6.548], [1.414, -3.558, -5.581], [0.133, -3.177, -3.455]]
}

Record 3
{
  "formula": "C42H50MnN6O5S",
  "method": "ωB97M-V/def2-TZVPD",
  "charge": -2,
  "homo_ev": [-1.3, -1.3],
  "spin_multiplicity": 6,
  "s2": 8.754,
  "elements": ["Mn", "C", "C", "C", "C", "C", "C", "C", "N", "C", "C", "C", "C", "C", "C", "C", "C", "C", "C", "N", "C", "C", "C", "N", "C", "C", "C", "C", "C", "C", "C", "C", "C", "C", "C", "C", "C", "C", "N", "C", "C", "H", "H", "H", "H", "H", "H", "H", "H", "H", "H", "H", "H", "H", "H", "H", "H", "H", "H", "H", "H", "H", "H", "H", "H", "H", "H", "H", "H", "H", "H", "H", "H", "H", "H", "H", "H", "H", "H", "H", "H", "H", "H", "H", "H", "O", "S", "O", "O", "O", "N", "C", "O", "C", "C", "C", "C", "N", "C", "H", "H", "H", "H", "H", "H"],
  "xyz": [[0.555, 0.044, -0.043], [-0.925, 1.833, 5.478], [-1.541, 0.446, 5.280], [-0.941, -0.279, 4.117], [0.030, -1.225, 4.117], [0.783, -1.791, 5.279], [2.146, -1.116, 5.454], [0.323, -1.516, 2.713], [-0.449, -0.754, 1.909], [-1.235, 0.002, 2.712], [-2.187, 0.902, 2.259], [-2.496, 1.187, 0.924], [-3.542, 2.114, 0.505], [-4.472, 2.840, 1.426], [-5.584, 1.943, 1.977], [-3.505, 2.132, -0.854], [-2.434, 1.221, -1.241], [-2.043, 0.988, -2.555], [-1.009, 0.161, -2.991], [-0.194, -0.540, -2.166], [0.626, -1.278, -2.947], [1.581, -2.192, -2.491], [1.818, -2.579, -1.185], [1.166, -2.086, -0.104], [1.647, -2.720, 0.982], [1.267, -2.445, 2.292], [2.669, -3.687, 0.584], [2.784, -3.589, -0.762], [3.771, -4.258, -1.666], [4.928, -3.320, -2.025], [3.429, -4.565, 1.527], [2.611, -5.766, 2.008], [0.336, -1.031, -4.349], [-0.685, -0.127, -4.377], [-1.374, 0.442, -5.579], [-2.435, -0.493, -6.166], [1.019, -1.683, -5.510], [0.560, -3.125, -5.749], [-1.860, 0.673, -0.144], [-4.388, 2.883, -1.802], [-5.483, 2.006, -2.414], [-1.375, 2.353, 6.329], [-1.060, 2.448, 4.588], [0.150, 1.754, 5.650], [-2.622, 0.547, 5.137], [-1.408, -0.145, 6.191], [0.923, -2.868, 5.142], [0.195, -1.674, 6.195], [2.720, -1.156, 4.528], [2.727, -1.589, 6.251], [2.020, -0.060, 5.700], [-2.754, 1.432, 3.017], [-4.923, 3.687, 0.900], [-3.904, 3.269, 2.258], [-6.197, 1.554, 1.161], [-6.236, 2.485, 2.668], [-5.161, 1.086, 2.502], [-2.603, 1.509, -3.325], [2.182, -2.676, -3.254], [1.788, -2.989, 3.073], [3.270, -4.596, -2.580], [4.165, -5.158, -1.184], [4.559, -2.421, -2.519], [5.653, -3.811, -2.680], [5.438, -2.984, -1.120], [3.754, -3.972, 2.387], [4.344, -4.919, 1.043], [1.693, -5.435, 2.496], [3.175, -6.380, 2.716], [2.322, -6.393, 1.163], [-0.634, 0.681, -6.350], [-1.846, 1.391, -5.314], [-1.984, -1.430, -6.498], [-2.946, -0.038, -7.020], [-3.182, -0.740, -5.410], [2.102, -1.674, -5.350], [0.841, -1.092, -6.415], [0.755, -3.739, -4.869], [1.073, -3.574, -6.604], [-0.515, -3.162, -5.934], [-3.781, 3.318, -2.602], [-4.851, 3.726, -1.282], [-5.046, 1.159, -2.946], [-6.107, 2.569, -3.114], [-6.127, 1.600, -1.631], [4.388, 0.090, 0.495], [3.212, 0.944, 0.399], [3.559, 2.374, 0.599], [2.508, 0.763, -0.914], [2.167, 0.564, 1.424], [2.786, 4.137, 2.703], [1.913, 5.044, 2.219], [1.757, 6.178, 2.671], [1.120, 4.505, 1.068], [0.829, 5.305, -0.022], [0.289, 4.715, -1.156], [0.092, 3.343, -1.159], [0.327, 2.573, -0.098], [0.818, 3.146, 0.997], [3.430, 4.476, 3.400], [3.070, 3.332, 2.103], [1.049, 6.365, 0.022], [0.062, 5.295, -2.041], [-0.250, 2.829, -2.049], [1.023, 2.480, 1.824]]
}

Record 4
{
  "formula": "C42H51AsCl2CsI2N2O2P2",
  "method": "ωB97M-V/def2-TZVPD",
  "charge": -1,
  "homo_ev": -2.5,
  "spin_multiplicity": 1,
  "elements": ["Cs", "N", "C", "C", "C", "N", "H", "H", "H", "H", "H", "H", "H", "H", "H", "H", "I", "C", "I", "H", "H", "C", "P", "C", "C", "C", "P", "C", "C", "H", "H", "H", "H", "H", "H", "H", "H", "H", "H", "H", "H", "H", "H", "H", "H", "C", "C", "C", "C", "C", "C", "As", "C", "C", "C", "C", "C", "C", "C", "C", "C", "C", "C", "C", "H", "H", "H", "H", "H", "H", "H", "H", "H", "H", "H", "H", "H", "Cl", "C", "C", "C", "C", "C", "C", "C", "O", "O", "H", "H", "H", "H", "Cl", "C", "C", "C", "C", "C", "C", "C", "H", "H", "H", "H", "H", "H"],
  "xyz": [[-0.250, -0.196, -0.329], [-2.919, 1.364, 1.077], [-4.277, 0.885, 1.330], [-4.344, -0.453, 2.064], [-3.569, -1.624, 1.452], [-2.145, -1.598, 1.822], [-2.303, 1.249, 1.872], [-2.906, 2.333, 0.788], [-4.778, 0.782, 0.363], [-4.872, 1.596, 1.920], [-5.404, -0.720, 2.122], [-4.000, -0.321, 3.096], [-3.629, -1.592, 0.363], [-4.050, -2.550, 1.787], [-1.630, -2.064, 1.078], [-1.973, -2.142, 2.658], [2.238, -1.868, 1.968], [2.414, -2.009, 4.092], [0.919, -0.955, 5.163], [3.357, -1.564, 4.376], [2.325, -3.044, 4.387], [3.295, 3.988, 2.176], [2.552, 2.330, 1.829], [0.781, 2.804, 2.033], [2.758, 2.265, -0.002], [2.200, 3.423, -0.848], [0.712, 3.063, -1.900], [0.592, 4.739, -2.662], [1.476, 2.057, -3.223], [3.205, 4.196, 3.244], [2.820, 4.799, 1.621], [4.356, 3.959, 1.924], [0.509, 3.692, 1.455], [0.592, 3.006, 3.089], [0.118, 1.989, 1.741], [2.428, 1.284, -0.375], [3.836, 2.198, -0.166], [2.982, 3.806, -1.511], [1.897, 4.267, -0.218], [1.561, 5.093, -3.019], [0.203, 5.439, -1.921], [-0.104, 4.711, -3.501], [2.312, 2.548, -3.725], [0.722, 1.763, -3.954], [1.857, 1.141, -2.754], [-7.820, 0.823, -2.515], [-6.917, 1.597, -3.232], [-5.572, 1.246, -3.272], [-5.109, 0.123, -2.588], [-6.025, -0.640, -1.866], [-7.370, -0.300, -1.835], [-3.213, -0.375, -2.483], [-2.525, 0.571, -4.015], [-2.189, 1.913, -4.095], [-1.661, 2.424, -5.275], [-1.448, 1.580, -6.360], [-1.767, 0.232, -6.275], [-2.316, -0.283, -5.106], [-2.710, -1.687, -4.878], [-2.559, -2.733, -5.778], [-2.941, -4.019, -5.422], [-3.469, -4.270, -4.162], [-3.613, -3.231, -3.250], [-3.250, -1.945, -3.609], [-8.867, 1.095, -2.486], [-7.260, 2.473, -3.769], [-4.881, 1.848, -3.849], [-5.680, -1.513, -1.320], [-8.069, -0.910, -1.275], [-2.319, 2.560, -3.235], [-1.397, 3.472, -5.345], [-1.019, 1.976, -7.271], [-1.584, -0.415, -7.125], [-2.123, -2.558, -6.755], [-2.802, -4.835, -6.121], [-3.737, -5.281, -3.882], [-3.972, -3.436, -2.248], [0.922, -7.501, -5.295], [0.542, -6.082, -4.354], [0.839, -4.829, -4.864], [0.516, -3.705, -4.117], [-0.090, -3.829, -2.875], [-0.363, -5.096, -2.375], [-0.052, -6.231, -3.109], [-0.512, -2.583, -2.102], [-1.051, -2.778, -0.981], [-0.329, -1.485, -2.673], [1.313, -4.741, -5.833], [0.723, -2.708, -4.487], [-0.834, -5.170, -1.403], [-0.266, -7.222, -2.730], [7.148, 2.157, -4.483], [5.947, 1.197, -3.628], [6.071, 0.977, -2.262], [5.129, 0.226, -1.585], [3.984, -0.346, -2.233], [2.978, -1.033, -1.539], [3.936, -0.125, -3.649], [4.881, 0.629, -4.317], [6.917, 1.398, -1.730], [5.250, 0.063, -0.518], [3.183, -1.322, -0.516], [2.156, -1.466, -2.098], [3.115, -0.563, -4.208], [4.799, 0.776, -5.388]]
}

Table of max |F| (eV/A), in record order: 0.40, 0.61, 0.73, 1.33
Table of ΔE to the lowest compared entry with this formula, charge and spin (kJ/mol), in record order: 1.21, 183.94, 21.80, 113.93